Record 1
Density functional theory data (ωB97M-V/def2-TZVPD) for a molecular structure, C4H7N3O2 in a non-equilibrium geometry.

```
16
Properties=species:S:1:pos:R:3
C 0.09729 -1.47216 -1.55430
C -0.12568 -0.45257 -0.41048
C -0.99630 -0.79030 0.56695
C -0.39513 1.10074 1.08295
H 1.16431 -1.76506 -1.48828
H -0.23185 -1.28711 -2.69209
H -0.31800 -2.63920 -1.21275
H -2.08862 -2.27338 0.28646
H 0.71140 2.60032 1.45526
H 1.22155 2.41252 -0.66519
H 2.40102 1.59505 0.61284
N -0.08525 2.00997 1.90586
N 0.30645 0.77480 0.01031
N 1.56109 1.47053 -0.22703
O -2.02432 -1.61992 0.90667
O -1.19794 0.33576 1.42281
```

relative energy (zero: lowest compared OMol25 entry of this formula, charge and spin): 154.3 kcal/mol
charge: 0
LUMO: 0.348 eV
HOMO level: -7.72 eV
electronic energy: -471.157195 a.u.
Kohn-Sham gap: 8.06 eV

Atom-resolved charges from natural (NBO), all expressed in e:
1 C -0.6464
2 C 0.0181
3 C 0.4892
4 C 0.6390
5 H 0.2365
6 H 0.2467
7 H 0.2165
8 H 0.4796
9 H 0.3083
10 H 0.3835
11 H 0.3946
12 N -0.7850
13 N -0.2647
14 N -0.6933
15 O -0.6351
16 O -0.3875

---

Record 2
Density functional theory data (ωB97M-V/def2-TZVPD) for C4H6N4 in the gas phase in a non-equilibrium geometry.

```
14
Properties=species:S:1:pos:R:3
C 2.60375 0.28058 0.06629
C 0.22187 -0.14459 -0.10110
C -2.26781 0.51781 0.03750
C -2.03216 -0.85550 0.01826
H 2.89048 0.88077 -0.91014
H 3.53375 -0.16255 0.14244
H 2.49579 0.95686 1.05332
H -3.31283 1.09685 0.19060
H -2.85855 -1.69628 0.24747
H -0.46810 -1.99839 -0.43742
N 1.37890 -0.58452 -0.05304
N -0.11933 1.28244 -0.09122
N -1.32812 1.54322 -0.10273
N -0.73763 -1.11671 -0.06025
```

relative energy (zero: lowest compared OMol25 entry of this formula, charge and spin): 93.5 kcal/mol
charge: 0
LUMO: -0.107 eV
HOMO level: -8.37 eV
electronic energy: -374.912421 a.u.
Kohn-Sham gap: 8.26 eV
structure (SMILES): C/N=c1\nncc[nH]1

Atom-resolved charges from natural (NBO), all expressed in e:
1 C -0.4365
2 C 0.4614
3 C -0.2193
4 C 0.0542
5 H 0.1960
6 H 0.1970
7 H 0.1970
8 H 0.2237
9 H 0.2475
10 H 0.4218
11 N -0.4973
12 N -0.1874
13 N -0.1119
14 N -0.5463

---

Record 3
Density functional theory data (ωB97M-V/def2-TZVPD) for a molecular structure, F8IN4O16S8V in a non-equilibrium geometry.

```
38
Properties=species:S:1:pos:R:3
V 12.04091 0.55256 0.01280
I 13.19229 -1.88985 -0.34169
N 10.57719 0.55168 -1.38903
S 10.67338 -0.10337 -2.98130
O 10.38435 0.77519 -4.05846
O 10.49702 -1.50193 -3.08816
F 12.26359 0.07181 -2.98953
S 9.07685 1.06954 -1.59610
O 8.15442 -0.02035 -1.56404
O 8.82556 2.29743 -2.24609
F 8.89153 1.56078 -0.05953
N 11.09981 0.76138 1.75891
S 10.19327 -0.55248 2.34085
O 8.90605 -0.16427 2.77299
O 10.89898 -1.54121 3.04942
F 9.94432 -1.19833 0.91614
S 10.90242 1.68914 3.08087
O 11.53210 1.24392 4.26304
O 9.72694 2.48164 3.05361
F 11.96005 2.78759 2.57829
N 15.92199 -0.06666 3.08630
S 14.87839 -0.71854 4.16916
O 13.86140 -1.52253 3.57676
O 14.61565 -0.01595 5.37567
F 15.91438 -1.85586 4.65208
S 15.03306 1.14857 2.56492
O 14.78058 2.17537 3.51754
O 14.02067 0.87002 1.57706
F 16.20673 1.74124 1.65832
N 13.19911 1.88680 -0.87381
S 12.56980 3.41026 -1.30513
O 12.32930 3.63373 -2.67576
O 12.97482 4.47321 -0.47225
F 11.14210 3.08693 -0.67195
S 14.65903 2.19591 -1.48961
O 15.46115 3.12574 -0.78590
O 14.74762 2.19649 -2.90930
F 15.31218 0.80277 -1.12309
```

relative energy (zero: lowest compared OMol25 entry of this formula, charge and spin): 31.3 kcal/mol
charge: -2
LUMO (alpha / beta): 2.608 / 3.604 eV
HOMO level (alpha / beta): -4.41 / -4.52 eV
electronic energy: -6649.082875 a.u.
Kohn-Sham gap (alpha / beta): 7.02 / 8.12 eV
2S+1: 3

Atom-resolved charges from natural (NBO), all expressed in e:
1 V 1.2826
2 I -0.2520
3 N -1.1927
4 S 2.4238
5 O -0.8510
6 O -0.8493
7 F -0.4857
8 S 2.4534
9 O -0.8771
10 O -0.8538
11 F -0.5099
12 N -1.2291
13 S 2.4627
14 O -0.8795
15 O -0.8424
16 F -0.4672
17 S 2.4772
18 O -0.8429
19 O -0.8732
20 F -0.4976
21 N -1.0958
22 S 2.4297
23 O -0.9116
24 O -0.9067
25 F -0.5308
26 S 2.4733
27 O -0.8988
28 O -0.9553
29 F -0.5045
30 N -1.1944
31 S 2.4398
32 O -0.8480
33 O -0.8582
34 F -0.4808
35 S 2.4745
36 O -0.8667
37 O -0.8853
38 F -0.4769